Record 1
Density functional theory data (ωB97M-V/def2-TZVPD) for a 2-piece molecular cluster, C4H5F overall at a distorted geometry.

Computed properties:
HOMO level in hartree: -0.35398
LUMO in eV: -0.734
Total energy in eV: -6940.982
Largest force on an atom in eV Å⁻¹: 3.5
Energy relative to the best compared isomer or geometry (same formula, charge and spin) in kJ/mol: 408.54

Geometry (Å):
1 C 1.86704 -0.08384 -0.47691
2 C 2.46226 -0.97140 -1.25575
3 C -1.75139 0.92630 1.47264
4 C -1.23538 0.49932 0.30952
5 F -2.09407 0.50734 -0.75240
6 H 1.70173 -1.68352 -1.63181
7 H 3.39565 -1.37487 -1.59209
8 H -1.29888 0.73311 2.45478
9 H -2.76535 1.17687 1.49692
10 H -0.28162 0.27068 -0.02491


Record 2
Density functional theory data (ωB97M-V/def2-TZVPD) for CH2I2S as an isolated structure at a distorted geometry.

Computed properties:
HOMO level (spin up / spin down) in hartree: -0.30273 / -0.30291
LUMO (spin up / spin down) in eV: -1.758 / -1.762
Total energy in eV: -28102.548
Largest force on an atom in eV Å⁻¹: 2.4
Energy relative to the best compared isomer or geometry (same formula, charge and spin) in kJ/mol: 281.40

Geometry (Å):
1 C -1.58729 -0.94052 0.24235
2 S 2.32394 0.68434 -0.83267
3 I 0.10030 0.30782 0.51090
4 I 2.90405 2.46670 0.38566
5 H -2.20772 -0.47492 -0.54118
6 H -1.53328 -2.04342 0.23494


Record 3
Density functional theory data (ωB97M-V/def2-TZVPD) for C5H8FNaO4 as an isolated structure at a distorted geometry.

Computed properties:
HOMO level in hartree: -0.32784
LUMO in eV: -0.753
Total energy in eV: -20639.100
Largest force on an atom in eV Å⁻¹: 1.4
Energy relative to the best compared isomer or geometry (same formula, charge and spin) in kJ/mol: 6.99

Geometry (Å):
1 C -1.50541 -1.24762 -0.01713
2 O -0.79593 -0.11891 -0.47488
3 Na -1.76357 2.02846 -0.46829
4 C -2.96366 -0.88171 0.18341
5 H -1.41754 -2.07337 -0.74620
6 H -1.07446 -1.60185 0.93775
7 H -3.54219 -1.76564 0.48520
8 H -3.06940 -0.12007 0.97033
9 H -3.39503 -0.49393 -0.75071
10 C 0.08893 0.67942 0.61493
11 O 0.74802 1.66258 -0.26059
12 C 1.95075 1.16489 -0.69172
13 C 2.05423 -0.21999 -0.04975
14 O 1.12084 -0.15402 1.01314
15 O -0.66010 1.20366 1.47102
16 F 2.96585 1.99282 -0.20697
17 H 2.04199 1.18256 -1.78458
18 H 1.77384 -1.00193 -0.76908
19 H 3.05429 -0.41027 0.35319


Record 4
Density functional theory data (ωB97M-V/def2-TZVPD) for an isolated ion of composition C2H7NS2 and charge +1 at a distorted geometry.

Computed properties:
HOMO level (spin up / spin down) in hartree: -0.49358 / -0.49111
LUMO (spin up / spin down) in eV: -5.023 / -8.922
Charge: +1
Multiplicity: 2
Total energy in eV: -25338.789
Largest force on an atom in eV Å⁻¹: 1.4
Energy relative to the best compared isomer or geometry (same formula, charge and spin) in kJ/mol: 33.16

Geometry (Å):
1 N 0.51270 0.93314 -1.63986
2 C -0.10066 -0.01741 -0.71079
3 C -0.20707 0.68248 0.64694
4 S -0.91571 -0.32742 1.96934
5 S -1.03836 -2.27059 1.33667
6 H 1.22541 0.52961 -2.22731
7 H 0.86460 1.76171 -1.18660
8 H -1.05709 -0.33320 -1.11677
9 H 0.55910 -0.86958 -0.58941
10 H 0.80799 0.85940 1.01322
11 H -0.79438 1.60176 0.59383
12 H 0.14347 -2.54990 1.91075


Record 5
Density functional theory data (ωB97M-V/def2-TZVPD) for C14H25BiI2O4P2S as an isolated structure at a distorted geometry.

Computed properties:
HOMO level (spin up / spin down) in hartree: -0.49918 / -0.49921
LUMO (spin up / spin down) in eV: -11.131 / -11.130
Charge: +2
Total energy in eV: -74549.660
Largest force on an atom in eV Å⁻¹: 3.5

Geometry (Å):
1 I 2.86572 1.46972 -0.96957
2 I 1.31973 -2.25411 -1.27702
3 Bi 0.35795 0.46817 0.04080
4 P 1.33271 -0.83847 2.24809
5 C 0.85202 -2.55252 2.57966
6 C 3.13728 -0.85422 2.03431
7 H 3.58025 -1.16814 2.98796
8 H 1.64424 -0.39453 4.57588
9 H 3.49872 0.14589 1.75775
10 H 1.21651 1.11621 3.68366
11 H 1.13968 -3.21474 1.75814
12 H 3.42229 -1.55068 1.23623
13 C 1.00305 0.04157 3.79331
14 H 1.34612 -2.87223 3.50601
15 H -0.05790 -0.06431 4.06865
16 H -0.23335 -2.60568 2.71302
17 P -0.98050 1.23614 -2.27898
18 C -2.10583 0.06501 -3.09147
19 C -1.95769 2.75747 -2.13764
20 H 1.00651 2.35133 -3.12275
21 H -0.23189 2.10260 -4.40852
22 H 0.79743 0.74089 -3.84406
23 C 0.26862 1.65172 -3.54095
24 H -1.39522 3.50837 -1.55942
25 H -2.15227 3.13575 -3.15556
26 H -2.53399 0.54848 -3.97989
27 H -2.91531 -0.21098 -2.40645
28 H -2.89849 2.55599 -1.60251
29 H -1.57047 -0.84134 -3.39019
30 C -1.09626 -1.91902 -0.39596
31 O -1.67307 -2.91082 -0.47590
32 C -7.44619 -0.19899 4.84090
33 C -6.20430 0.20837 4.12840
34 C -5.75581 1.53471 4.27088
35 C -4.61357 1.96338 3.60558
36 C -3.90855 1.04739 2.81485
37 C -4.35326 -0.26577 2.64286
38 C -5.49450 -0.68481 3.31579
39 S -2.42550 1.57840 1.95421
40 O -2.81990 2.42836 0.84347
41 O -1.51602 2.18198 2.92135
42 O -1.92873 0.24053 1.47261
43 H -7.31454 -0.06851 5.92016
44 H -8.29657 0.41296 4.51826
45 H -7.67332 -1.24351 4.64250
46 H -6.27775 2.27969 4.88753
47 H -4.24128 2.98802 3.67663
48 H -3.86197 -1.00177 2.01065
49 H -5.86890 -1.71122 3.21689


Record 6
Density functional theory data (ωB97M-V/def2-TZVPD) for one molecule with the formula C3H6BrNO at a distorted geometry.

Computed properties:
HOMO level (spin up / spin down) in hartree: -0.23519 / -0.37003
LUMO (spin up / spin down) in eV: 0.264 / -2.563
Multiplicity: 3
Total energy in eV: -76780.729
Largest force on an atom in eV Å⁻¹: 3.6
Energy relative to the best compared isomer or geometry (same formula, charge and spin) in kJ/mol: 161.94

Geometry (Å):
1 C 1.04556 -0.17321 -0.02301
2 C 0.10901 -1.09567 0.72483
3 C 0.11716 0.96498 -0.67253
4 N -1.35322 0.32617 0.97983
5 O -0.70898 1.38113 0.39807
6 Br -2.77687 -0.35149 -0.23694
7 H 1.83564 0.43265 0.38380
8 H 1.56247 -0.52745 -0.96560
9 H -0.61307 -1.79607 0.31475
10 H 0.38940 -1.37721 1.77491
11 H 0.76525 1.81755 -1.15945
12 H -0.37235 0.39861 -1.51865


Please write out number 6 again, unchanged.
Density functional theory data (ωB97M-V/def2-TZVPD) for one molecule with the formula C3H6BrNO at a distorted geometry.

Computed properties:
HOMO level (spin up / spin down) in hartree: -0.23519 / -0.37003
LUMO (spin up / spin down) in eV: 0.264 / -2.563
Multiplicity: 3
Total energy in eV: -76780.729
Largest force on an atom in eV Å⁻¹: 3.6
Energy relative to the best compared isomer or geometry (same formula, charge and spin) in kJ/mol: 161.94

Geometry (Å):
1 C 1.04556 -0.17321 -0.02301
2 C 0.10901 -1.09567 0.72483
3 C 0.11716 0.96498 -0.67253
4 N -1.35322 0.32617 0.97983
5 O -0.70898 1.38113 0.39807
6 Br -2.77687 -0.35149 -0.23694
7 H 1.83564 0.43265 0.38380
8 H 1.56247 -0.52745 -0.96560
9 H -0.61307 -1.79607 0.31475
10 H 0.38940 -1.37721 1.77491
11 H 0.76525 1.81755 -1.15945
12 H -0.37235 0.39861 -1.51865


> Number 1 is which compound?

C4H5F


Copy entry 2 word for word.
Density functional theory data (ωB97M-V/def2-TZVPD) for CH2I2S as an isolated structure at a distorted geometry.

Computed properties:
HOMO level (spin up / spin down) in hartree: -0.30273 / -0.30291
LUMO (spin up / spin down) in eV: -1.758 / -1.762
Total energy in eV: -28102.548
Largest force on an atom in eV Å⁻¹: 2.4
Energy relative to the best compared isomer or geometry (same formula, charge and spin) in kJ/mol: 281.40

Geometry (Å):
1 C -1.58729 -0.94052 0.24235
2 S 2.32394 0.68434 -0.83267
3 I 0.10030 0.30782 0.51090
4 I 2.90405 2.46670 0.38566
5 H -2.20772 -0.47492 -0.54118
6 H -1.53328 -2.04342 0.23494